1.
CH5BO3 in the gas phase in a non-equilibrium geometry, computed with the ωB97M-V functional and the def2-TZVPD basis.

The geometry in XYZ format:
```
10
Properties=species:S:1:pos:R:3:forces:R:3
C -1.261 -0.080 -0.516 -0.105 -4.516 0.845
O -0.639 0.307 0.721 -1.407 0.423 -1.276
B 0.664 0.147 0.709 3.731 3.689 5.347
O 1.529 -0.495 -0.043 0.247 -1.519 -1.644
O 1.451 1.031 1.912 -2.105 -2.812 -3.196
H -2.188 -0.785 -0.231 2.062 1.766 -0.983
H -0.469 -0.659 -1.098 -1.360 0.127 0.665
H -1.483 0.685 -1.185 -0.883 1.886 -0.408
H 2.285 -0.914 0.378 0.008 0.536 0.120
H 0.718 1.178 2.505 -0.189 0.419 0.530
```
Forces are in eV/Å.

HOMO ... -10.4 eV
Net charge ... 0

---

2.
C54H67ClN3O6STl as an isolated structure, computed with the ωB97M-V functional and the def2-TZVPD basis.

The geometry in XYZ format:
```
133
Properties=species:S:1:pos:R:3:forces:R:3
Tl 1.394 -2.618 -1.486 -0.111 0.305 0.147
C 3.837 -0.021 -2.175 -0.133 -0.053 0.047
O 2.496 0.025 -1.696 0.103 -0.244 -0.084
C 2.094 1.183 -1.080 0.025 0.107 -0.021
C 1.106 1.952 -1.701 0.027 0.077 -0.102
C 0.349 1.458 -2.920 -0.110 -0.107 0.254
C -1.096 1.165 -2.578 -0.045 -0.049 -0.121
C -2.093 2.100 -2.799 0.046 -0.025 0.024
C -3.439 1.873 -2.494 0.015 -0.018 -0.039
C -3.744 0.628 -1.944 0.010 -0.041 0.085
C -2.779 -0.340 -1.702 -0.075 -0.044 -0.111
C -3.137 -1.686 -1.108 0.249 0.127 0.043
C -2.770 -1.728 0.369 -0.143 0.065 -0.014
C -3.543 -0.970 1.251 -0.007 0.089 -0.068
C -3.211 -0.813 2.589 -0.027 -0.063 -0.023
C -2.013 -1.383 3.015 0.078 0.041 0.039
C -1.219 -2.161 2.185 -0.003 -0.089 0.071
C 0.112 -2.689 2.701 -0.052 0.192 -0.122
C 1.072 -1.546 2.942 0.199 -0.059 -0.003
C 1.085 -0.889 4.161 -0.024 0.045 -0.051
C 1.886 0.225 4.426 0.037 -0.054 0.029
C 2.654 0.690 3.361 -0.030 0.051 -0.092
C 2.685 0.061 2.123 0.105 -0.060 0.094
C 3.503 0.649 0.990 -0.237 -0.101 -0.026
C 2.642 1.569 0.141 0.117 0.043 0.021
C 2.322 2.834 0.634 -0.023 -0.058 0.125
C 1.428 3.678 -0.010 0.030 0.032 -0.053
C 0.802 3.193 -1.156 -0.087 -0.066 0.004
C 1.134 5.097 0.477 -0.043 0.017 -0.032
C -0.355 5.238 0.821 -0.033 -0.045 0.010
C 1.953 5.458 1.715 0.006 -0.009 0.053
C 1.491 6.097 -0.636 0.002 -0.014 -0.012
C 1.965 -1.151 1.888 0.040 0.019 -0.069
O 2.127 -1.837 0.811 -0.285 0.174 0.256
C 1.944 0.820 5.834 -0.023 -0.036 -0.001
C 0.551 1.287 6.280 -0.046 0.003 -0.022
C 2.895 2.015 5.913 0.000 0.055 -0.039
C 2.450 -0.245 6.823 0.018 0.017 -0.009
C -1.663 -2.402 0.879 -0.089 -0.008 0.111
O -0.964 -3.317 0.136 0.175 -0.076 -0.117
C -1.700 -4.372 -0.464 0.065 -0.034 -0.044
C -4.101 -0.073 3.590 0.037 0.000 0.021
C -5.394 0.430 2.948 0.011 0.035 -0.056
C -4.482 -1.034 4.729 0.045 -0.021 -0.044
C -3.347 1.129 4.175 0.046 0.027 -0.004
C -1.408 -0.118 -2.023 0.037 -0.039 0.069
O -0.522 -1.027 -1.830 -0.106 0.265 -0.008
C -4.491 2.938 -2.807 0.027 0.028 -0.030
C -4.155 4.249 -2.078 0.025 -0.005 0.027
C -5.893 2.505 -2.373 -0.009 -0.022 0.028
C -4.531 3.212 -4.321 -0.003 -0.026 0.020
H 4.401 0.852 -1.850 0.030 0.058 0.053
H 3.831 -0.063 -3.266 -0.039 0.019 -0.039
H 4.319 -0.925 -1.796 -0.024 -0.007 0.024
H 0.810 0.540 -3.280 0.036 0.011 -0.044
H 0.387 2.212 -3.709 0.038 0.062 -0.020
H -1.801 3.053 -3.242 -0.005 -0.043 -0.005
H -4.774 0.388 -1.688 0.077 -0.021 -0.022
H -2.600 -2.452 -1.670 -0.076 0.084 0.059
H -4.211 -1.850 -1.218 -0.068 -0.065 -0.002
H -4.406 -0.459 0.832 0.062 -0.078 0.047
H -1.660 -1.213 4.030 -0.081 -0.036 -0.096
H 0.546 -3.367 1.971 0.008 -0.058 -0.015
H -0.052 -3.231 3.638 -0.036 -0.024 0.005
H 0.425 -1.263 4.943 0.065 -0.046 -0.004
H 3.254 1.590 3.481 0.013 -0.097 -0.017
H 3.901 -0.170 0.393 -0.004 0.018 0.015
H 4.332 1.222 1.410 0.077 0.042 -0.026
H 2.771 3.125 1.579 -0.012 -0.017 -0.101
H 0.034 3.782 -1.652 0.071 -0.012 0.031
H -0.618 4.572 1.648 0.004 0.036 -0.061
H -0.985 4.974 -0.031 0.027 0.024 0.059
H -0.585 6.268 1.115 0.008 -0.051 -0.009
H 1.715 4.801 2.556 0.031 0.051 -0.054
H 1.729 6.486 2.014 0.006 -0.017 0.012
H 3.026 5.387 1.515 -0.053 0.014 0.033
H 0.866 5.946 -1.519 0.041 0.007 0.051
H 2.535 5.970 -0.940 -0.058 0.032 0.023
H 1.351 7.128 -0.287 -0.004 -0.090 -0.032
H 0.161 2.032 5.581 0.008 -0.034 0.050
H 0.590 1.732 7.283 -0.013 -0.034 -0.050
H -0.155 0.452 6.306 0.040 0.066 -0.004
H 2.549 2.841 5.283 0.053 -0.074 0.043
H 3.903 1.737 5.592 -0.057 0.038 0.033
H 2.952 2.372 6.946 -0.014 0.015 -0.031
H 1.786 -1.113 6.839 0.033 0.041 -0.003
H 2.513 0.161 7.842 -0.019 -0.030 -0.085
H 3.442 -0.591 6.522 -0.043 0.006 0.037
H -2.759 -4.312 -0.206 -0.012 0.018 0.002
H -1.299 -5.324 -0.101 0.025 0.027 0.021
H -1.586 -4.334 -1.550 0.009 -0.002 0.018
H -5.971 -0.396 2.523 0.015 0.065 0.020
H -5.190 1.152 2.152 -0.028 -0.061 0.051
H -6.009 0.925 3.706 0.011 -0.008 -0.029
H -4.972 -1.923 4.323 0.002 0.052 0.045
H -5.165 -0.545 5.434 0.053 -0.024 -0.034
H -3.597 -1.364 5.279 -0.058 0.020 -0.023
H -3.111 1.851 3.388 0.004 -0.051 0.051
H -2.405 0.821 4.636 -0.073 0.043 -0.032
H -3.957 1.631 4.936 0.038 -0.026 -0.041
H -4.110 4.080 -0.997 -0.005 0.023 -0.072
H -4.915 5.015 -2.283 0.060 -0.043 0.010
H -3.184 4.638 -2.395 -0.072 -0.025 0.033
H -5.937 2.324 -1.294 -0.008 0.005 -0.100
H -6.202 1.591 -2.888 0.009 0.069 0.051
H -6.613 3.293 -2.618 0.017 -0.031 0.023
H -3.559 3.557 -4.682 -0.060 -0.021 0.021
H -5.282 3.976 -4.562 0.063 -0.050 0.016
H -4.779 2.294 -4.861 0.012 0.064 0.021
N 1.309 -5.403 -3.126 -0.259 0.036 0.312
N 0.477 -6.271 -3.848 0.178 0.149 0.077
C -0.622 -5.864 -4.468 -0.092 -0.057 0.033
N -1.334 -6.926 -5.044 -0.003 0.003 -0.056
S -1.107 -4.286 -4.604 -0.046 -0.015 0.015
H 1.705 -4.674 -3.725 0.170 -0.063 -0.199
H 2.083 -5.933 -2.747 0.056 0.034 0.011
H 0.773 -7.221 -3.964 0.126 -0.201 -0.103
H -1.453 -7.722 -4.432 0.010 0.010 0.015
H -2.215 -6.586 -5.390 -0.127 0.012 -0.060
Cl 8.684 -3.725 -6.168 -0.069 0.040 0.022
C 7.008 -3.656 -5.627 -0.053 0.019 -0.108
C 5.990 -3.376 -6.561 0.037 0.003 0.141
C 4.684 -3.349 -6.163 0.031 -0.016 -0.010
C 4.264 -3.631 -4.801 -0.084 -0.048 0.062
O 3.049 -3.639 -4.494 0.265 0.069 -0.078
C 5.354 -3.883 -3.875 -0.151 -0.040 -0.019
C 5.162 -4.190 -2.465 0.056 0.039 0.030
O 4.138 -4.424 -1.852 -0.009 -0.078 -0.215
C 6.688 -3.880 -4.319 0.034 0.017 0.061
H 6.261 -3.173 -7.591 -0.028 -0.016 0.009
H 3.892 -3.124 -6.870 0.036 -0.025 0.035
H 6.127 -4.207 -1.905 0.027 -0.042 -0.005
H 7.479 -4.071 -3.597 -0.058 -0.009 -0.035
```
Forces are in eV/Å.

HOMO ... -1.8 eV
Net charge ... -2

---

3.
C28H26N3O2Re as an isolated structure in a non-equilibrium geometry, computed with the ωB97M-V functional and the def2-TZVPD basis.

The geometry in XYZ format:
```
60
Properties=species:S:1:pos:R:3:forces:R:3
Re 1.039 -0.784 -1.125 -2.094 1.132 3.622
C 1.400 0.757 -4.059 0.256 -0.166 -0.715
O 1.052 0.872 -2.681 -0.084 -0.365 0.687
C 0.190 1.898 -2.314 -0.420 0.073 0.730
C -0.146 2.974 -3.120 0.230 -0.260 0.005
C -1.011 3.946 -2.635 -0.028 -0.077 0.101
C -1.540 3.860 -1.356 0.049 0.096 -0.185
C -1.219 2.787 -0.551 0.214 -0.324 -0.104
C -0.365 1.790 -1.021 -0.183 1.110 -0.765
N -0.073 0.642 -0.280 1.421 -2.450 -0.517
N -0.544 0.541 0.898 -0.621 0.746 0.527
C -0.460 -0.491 1.728 0.583 -0.661 -0.645
C 0.142 -1.782 1.446 -0.769 0.588 1.116
O 0.805 -2.045 0.369 0.581 0.322 -1.313
C 0.008 -2.808 2.419 0.211 -0.130 -0.374
C -0.590 -2.600 3.622 0.101 0.193 -0.278
C -1.105 -1.325 3.978 -0.130 0.473 -0.090
C -1.661 -1.079 5.246 -0.005 0.092 0.070
C -2.101 0.178 5.592 -0.001 -0.172 0.048
C -2.017 1.222 4.669 0.116 -0.099 -0.183
C -1.506 0.994 3.411 -0.015 0.031 0.058
C -1.035 -0.272 3.036 -0.315 0.103 0.606
H 0.507 0.629 -4.678 0.053 0.020 0.183
H 1.964 1.633 -4.390 -0.074 -0.083 0.143
H 2.033 -0.127 -4.144 -0.108 0.139 0.047
H 0.255 3.081 -4.116 0.032 -0.080 -0.027
H -1.278 4.771 -3.275 0.003 0.111 -0.065
H -2.209 4.627 -0.998 -0.046 0.026 0.050
H -1.635 2.680 0.435 -0.074 0.013 0.129
H 0.423 -3.768 2.158 0.065 -0.117 0.000
H -0.649 -3.406 4.337 -0.028 -0.121 0.069
H -1.726 -1.889 5.959 0.024 -0.061 0.014
H -2.509 0.368 6.575 -0.002 -0.065 0.028
H -2.339 2.216 4.944 -0.058 0.021 -0.001
H -1.440 1.801 2.700 0.003 0.102 -0.015
C 3.796 1.829 1.300 -0.246 -0.273 0.019
C 2.876 0.601 1.194 -0.428 0.307 0.602
C 3.271 -0.434 2.247 -0.156 0.132 -0.190
C 2.905 0.047 -0.209 -0.089 -0.388 -2.169
H 3.804 2.182 2.327 0.040 0.135 0.146
H 3.449 2.637 0.660 -0.010 0.099 -0.095
H 4.814 1.572 1.018 0.123 -0.040 -0.053
H 1.867 0.961 1.438 0.093 -0.038 0.063
H 4.342 -0.611 2.203 0.159 -0.116 0.000
H 2.761 -1.383 2.099 -0.032 -0.139 -0.008
H 3.028 -0.071 3.242 0.024 0.025 0.133
H 3.555 -0.830 -0.295 0.456 0.165 -0.059
H 3.189 0.819 -0.925 0.523 -0.036 -0.027
N -4.580 -3.836 -4.970 -0.364 -0.234 -0.277
C -3.683 -3.381 -4.424 -0.180 -0.143 -0.247
C -2.614 -2.786 -3.711 0.514 0.362 0.391
C -2.869 -1.620 -2.990 0.023 -0.081 0.219
C -1.862 -1.052 -2.232 -0.358 0.180 -0.111
C -0.599 -1.623 -2.196 1.475 0.444 -0.895
C -0.341 -2.769 -2.940 -0.399 -0.318 -0.383
C -1.342 -3.355 -3.700 0.138 -0.163 0.070
H -3.851 -1.172 -3.016 -0.092 -0.037 -0.017
H -2.085 -0.150 -1.677 -0.026 0.074 -0.017
H 0.646 -3.221 -2.937 0.014 -0.033 -0.061
H -1.136 -4.242 -4.283 -0.086 -0.046 0.006
```
Forces are in eV/Å.

Spin multiplicity ... 2
<S²> ... 1.116
HOMO (alpha / beta) ... -11.1 / -11.3 eV
Net charge ... +1

---

4.
A 2-piece molecular cluster, C3HCl3O overall in a non-equilibrium geometry, computed with the ωB97M-V functional and the def2-TZVPD basis.

The geometry in XYZ format:
```
8
Properties=species:S:1:pos:R:3:forces:R:3
C -1.078 -1.326 -0.575 -0.064 0.230 -1.953
C -1.321 -2.039 0.525 0.860 0.234 -0.028
C 2.741 -0.575 0.382 -0.667 -0.923 -0.272
O -0.975 -0.634 -1.528 -0.180 -1.639 2.234
Cl -1.345 -0.810 1.793 -0.195 -0.217 0.545
Cl 3.131 0.715 -0.632 0.337 0.387 0.336
Cl 3.349 -0.491 1.960 0.270 0.519 -0.069
H -1.096 -3.097 0.818 -0.361 1.407 -0.793
```
Forces are in eV/Å.

HOMO ... -9.1 eV
Net charge ... 0

---

5.
C21H14N3O7SeW as an isolated structure, computed with the ωB97M-V functional and the def2-TZVPD basis.

The geometry in XYZ format:
```
47
Properties=species:S:1:pos:R:3:forces:R:3
W 0.449 -0.059 0.257 0.173 0.140 0.313
O -3.066 -3.883 -2.976 -0.067 0.045 0.099
C -2.394 -2.945 -2.305 -0.081 -0.108 -0.018
C -2.879 -2.359 -1.125 0.166 0.093 -0.237
C -2.093 -1.398 -0.538 -0.263 0.016 0.258
N -0.927 -1.029 -1.057 0.279 -0.051 0.265
C -0.428 -1.625 -2.138 -0.016 -0.192 -0.182
C -1.135 -2.589 -2.812 -0.050 0.157 0.058
C 1.002 -1.211 -2.406 -0.065 0.014 -0.003
O 1.608 -1.518 -3.386 0.058 -0.005 0.036
O 1.481 -0.480 -1.388 -0.324 0.077 -0.033
C -2.368 -0.725 0.795 -0.014 -0.058 -0.260
O -3.371 -0.892 1.420 0.040 0.038 0.055
O -1.346 0.068 1.144 0.091 -0.021 -0.238
H -3.920 -4.071 -2.561 0.073 -0.005 -0.061
H -3.818 -2.642 -0.667 -0.013 -0.007 -0.016
H -0.725 -3.070 -3.688 -0.013 -0.008 -0.008
C 0.827 -3.522 2.871 0.044 -0.067 -0.101
C 1.301 -2.307 2.147 0.340 0.092 0.033
O 0.607 -1.905 1.180 -0.209 -0.246 0.139
C 2.533 -1.641 2.512 -0.245 -0.139 -0.088
C 3.507 -2.341 3.246 0.118 0.039 0.051
C 4.742 -1.787 3.482 -0.102 0.001 -0.035
C 5.014 -0.504 3.000 0.105 0.034 0.025
C 4.065 0.222 2.311 -0.067 -0.016 0.110
C 2.811 -0.333 2.070 0.021 0.139 0.046
O 1.893 0.441 1.461 -0.007 -0.044 -0.254
H -0.215 -3.706 2.623 0.000 -0.003 0.009
H 0.953 -3.409 3.945 -0.022 0.002 0.009
H 1.418 -4.385 2.554 -0.014 -0.007 0.001
H 3.294 -3.340 3.601 -0.011 -0.002 -0.008
H 5.494 -2.337 4.028 0.004 -0.001 0.001
H 5.987 -0.065 3.180 -0.009 0.007 -0.005
H 4.258 1.229 1.968 0.004 -0.001 -0.007
Se -1.309 2.876 0.426 -0.004 -0.038 -0.004
N 0.156 1.997 -0.205 0.069 0.111 0.328
C 1.090 2.911 -0.474 0.262 -0.017 -0.284
C 2.400 2.650 -0.986 -0.226 -0.098 0.092
C 3.219 3.705 -1.205 0.042 0.279 0.005
C 2.823 5.066 -0.942 0.068 -0.233 -0.045
C 1.593 5.353 -0.466 -0.139 -0.100 0.032
C 0.685 4.269 -0.221 0.003 0.202 -0.005
N -0.539 4.433 0.244 0.011 -0.011 -0.087
H 2.709 1.638 -1.208 -0.020 -0.001 0.009
H 4.210 3.529 -1.603 -0.001 0.000 0.004
H 3.529 5.861 -1.140 0.008 -0.006 -0.005
H 1.262 6.362 -0.267 -0.001 0.000 0.004
```
Forces are in eV/Å.

Spin multiplicity ... 3
<S²> ... 2.026
HOMO (alpha / beta) ... -10.9 / -12.1 eV
Net charge ... +1

---

6.
A 2-piece molecular cluster, C3H10N2 overall in a non-equilibrium geometry, computed with the ωB97M-V functional and the def2-TZVPD basis.

The geometry in XYZ format:
```
15
Properties=species:S:1:pos:R:3:forces:R:3
C 0.692 1.793 -0.656 -0.989 -1.335 -1.571
C 0.593 -1.061 -0.613 -3.245 -2.786 0.288
C -0.353 0.838 0.098 -1.750 3.890 0.967
N -1.272 -1.720 1.590 -0.228 -0.197 -0.403
N 0.348 -0.251 0.492 0.963 -1.779 1.681
H 0.907 1.136 -1.527 -0.215 0.971 0.069
H 0.310 2.734 -1.099 0.105 -0.446 0.808
H 1.691 1.848 -0.252 -0.065 0.485 0.971
H -0.385 -1.497 -1.115 1.592 0.711 1.071
H 1.044 -0.535 -1.346 1.554 1.709 -2.587
H 1.240 -1.835 -0.361 0.910 -1.712 0.429
H -0.931 1.261 0.991 1.221 0.131 -0.982
H -1.155 0.607 -0.590 -0.280 -0.093 -0.755
H -0.802 -2.245 2.341 0.002 0.495 -0.099
H -1.926 -1.072 2.049 0.423 -0.044 0.113
```
Forces are in eV/Å.

HOMO (alpha / beta) ... -9.3 / -8.8 eV
Net charge ... 0

---

Record order is preserved below.
ΔE to the lowest compared entry with this formula, charge and spin: 121.30; 17.62; 224.59; 396.60; 0.00; 481.82 kJ/mol
Record order is preserved below.
DFT total energy: -7938.9602; -101895.5713; -40142.9563; -42737.3299; -107976.1736; -6248.4346 eV